Molecular formula: C16H19BN6PtS
Method: DFT, wB97M-V/def2-TZVPD

Values from the calculation:
- Calculated total energy: -1491.99294 hartree
- Relative energy (zero: lowest compared OMol25 entry of this formula, charge and spin): 0.0 kcal/mol
- Kohn-Sham gap (spin up / spin down): 8.34 / 7.33 eV
- HOMO (spin up / spin down): -7.646 / -8.554 eV
- ⟨S²⟩: 2.012

Geometry as ORCA input:
```
! wB97M-V def2-TZVPD RIJCOSX def2/J DEFGRID3
* xyz 0 3
H -1.574 -0.388 -2.459
N 0.035 0.699 -1.623
B 1.891 2.370 -1.100
N 0.844 1.713 -2.035
C 0.528 2.028 -3.305
Pt -0.097 -0.018 0.245
H 1.070 2.845 -3.771
C -0.521 1.201 -3.697
H -1.015 1.223 -4.655
C -0.825 0.377 -2.620
H 2.352 3.360 -1.608
C 0.677 -3.019 2.780
H 0.104 -3.861 3.186
H 0.432 -2.116 3.348
H 1.743 -3.249 2.890
N 2.962 1.270 -0.921
N 1.294 2.666 0.284
N 2.638 0.034 -0.414
N 0.452 1.807 0.929
C 4.272 1.344 -1.246
C 1.444 3.778 1.032
H 4.661 2.261 -1.664
H 2.081 4.559 0.629
C 4.857 0.122 -0.918
C 0.682 3.632 2.184
C 3.799 -0.662 -0.389
C 0.069 2.382 2.096
H 5.888 -0.144 -1.050
H 0.578 4.354 2.986
H 3.901 -1.677 -0.016
H -0.608 1.871 2.764
H 0.429 -2.865 1.715
S -1.414 -0.744 1.787
C -2.729 -1.671 1.051
C -4.037 -1.344 1.449
C -5.107 -2.011 0.864
C -4.872 -3.032 -0.068
C -3.564 -3.398 -0.402
C -2.482 -2.727 0.169
H -4.155 -0.558 2.193
H -6.122 -1.713 1.120
H -5.722 -3.526 -0.549
H -3.385 -4.191 -1.127
H -1.450 -2.983 -0.066
*
```

Atom charges from the natural (NBO) analysis, given in e for atoms 1 to 4: number 1, H, carries 0.235; number 2, N, carries -0.355; number 3, B, carries 0.547; number 4, N, carries -0.290

=====

Molecular formula: CH4N2O3P
Method: DFT, wB97M-V/def2-TZVPD

Values from the calculation:
- Calculated total energy: -717.24847 hartree
- Relative energy (zero: lowest compared OMol25 entry of this formula, charge and spin): 13.1 kcal/mol
- Kohn-Sham gap: 9.17 eV
- HOMO: -4.938 eV

Geometry as ORCA input:
```
! wB97M-V def2-TZVPD RIJCOSX def2/J DEFGRID3
* xyz -1 1
H -2.259 0.742 -0.733
N -1.330 0.993 -0.578
C -0.718 0.076 0.019
N -1.257 -1.016 0.634
P 1.237 -0.037 -0.088
O 1.777 -1.178 0.716
O 1.356 0.002 -1.577
O 1.897 1.325 0.566
H -2.171 -1.310 0.412
H -0.488 -1.673 0.754
H 1.956 2.075 -0.126
*
```

Atom charges from the natural (NBO) analysis, given in e for atoms 1 to 4: number 1, H, carries 0.290; number 2, N, carries -0.753; number 3, C, carries 0.151; number 4, N, carries -0.856

=====

Molecular formula: C29H36N3O3RuS3
Method: DFT, wB97M-V/def2-TZVPD

Values from the calculation:
- Calculated total energy: -2805.34905 hartree
- Relative energy (zero: lowest compared OMol25 entry of this formula, charge and spin): 302.2 kcal/mol
- Kohn-Sham gap (spin up / spin down): 6.41 / 6.48 eV
- HOMO (spin up / spin down): -8.735 / -8.897 eV
- ⟨S²⟩: 6.020

Geometry as ORCA input:
```
! wB97M-V def2-TZVPD RIJCOSX def2/J DEFGRID3
* xyz 1 5
Ru -0.692 0.085 0.009
O 1.326 0.165 0.009
S 2.669 -0.358 -0.407
C 3.827 1.053 -0.518
C 3.117 2.394 -0.687
C 2.690 3.000 0.661
C 1.633 4.088 0.495
S -0.069 3.423 0.412
O 0.008 1.980 0.009
C -0.422 3.416 2.183
C -0.338 2.237 2.929
C -0.629 2.247 4.294
C -1.012 3.434 4.917
C -1.107 4.612 4.177
C -0.815 4.604 2.812
C 2.531 -0.707 -2.174
C 3.531 -1.454 -2.809
C 3.431 -1.746 -4.171
C 2.331 -1.298 -4.901
C 1.328 -0.562 -4.270
C 1.426 -0.270 -2.909
H 4.510 0.876 -1.355
H 4.431 1.045 0.396
H 2.268 2.303 -1.373
H 3.814 3.099 -1.159
H 3.581 3.449 1.117
H 2.349 2.227 1.358
H 1.800 4.656 -0.426
H 1.686 4.800 1.325
H -0.050 1.304 2.444
H -0.565 1.325 4.865
H -1.245 3.438 5.979
H -1.416 5.535 4.662
H -0.906 5.526 2.244
H 4.387 -1.821 -2.249
H 4.206 -2.329 -4.661
H 2.249 -1.530 -5.959
H 0.463 -0.221 -4.834
H 0.634 0.297 -2.419
C -2.128 2.399 1.017
N -2.381 1.372 0.009
C -2.125 1.901 -1.332
C -3.742 0.841 0.125
C -3.665 -0.646 -0.010
C -4.796 -1.465 -0.087
C -4.643 -2.850 -0.154
C -3.366 -3.414 -0.142
C -2.241 -2.593 -0.062
C -2.391 -1.209 0.009
H -2.808 3.253 0.920
H -1.097 2.766 0.946
H -2.238 1.982 2.025
H -2.766 2.761 -1.564
H -2.288 1.134 -2.097
H -1.081 2.220 -1.424
H -4.422 1.267 -0.624
H -4.174 1.053 1.113
H -5.792 -1.031 -0.085
H -5.518 -3.492 -0.211
H -3.247 -4.493 -0.190
H -1.244 -3.022 -0.048
C 0.072 -5.174 1.668
N 0.720 -4.944 0.399
C 1.431 -5.897 -0.305
C 1.896 -5.346 -1.435
N 1.496 -4.035 -1.482
C 0.745 -3.737 -0.333
S 0.073 -2.267 0.009
H 0.220 -6.206 1.997
H -0.998 -4.972 1.563
H 0.489 -4.488 2.411
H 1.555 -6.907 0.053
H 2.487 -5.793 -2.218
H 1.699 -3.371 -2.215
O -0.692 0.085 1.740
*
```

Atom charges from the Löwdin analysis, given in e for atoms 1 to 4: number 1, Ru, carries 1.326; number 2, O, carries -0.743; number 3, S, carries 1.032; number 4, C, carries -0.294